(1)
The following is a quantum chemistry calculation of a cluster of 2 separate species, C37H49ClIN2O4PS in total at a distorted geometry, from OMol25.

Structure (XYZ):
```
96
Properties=species:S:1:pos:R:3:forces:R:3:mulliken_charge:R:1
I 1.382 4.772 -3.467 0.486 0.470 -0.115 -0.317
Cl 4.189 -5.951 -5.009 -1.383 -0.315 0.828 -0.158
S 3.555 -1.397 0.676 -1.253 0.146 -1.565 -0.099
P -0.292 3.635 -1.973 -0.937 -1.070 1.141 0.120
O 5.465 1.025 4.025 -0.439 -0.525 -0.210 -0.854
O -0.884 4.851 -0.924 1.905 -0.662 -0.818 -0.485
O 1.787 -6.882 -5.650 3.217 1.969 3.874 -0.508
O 7.605 2.247 1.455 0.232 0.437 0.244 -0.815
N -0.592 -2.288 -4.191 -0.243 -0.593 0.059 -0.608
N 2.734 -0.924 -2.429 -1.297 -0.959 2.335 -0.256
C -0.197 5.904 3.306 0.947 -3.572 -2.790 -0.417
C 3.027 -4.189 0.021 -1.111 0.388 -4.173 -0.719
C 1.255 5.673 2.799 -2.039 -1.912 -0.961 -0.539
C 1.330 1.191 -1.978 0.734 -0.519 2.349 -1.042
C 7.025 2.270 2.659 0.394 0.048 -1.115 -0.451
C -1.565 -0.661 2.571 -0.533 0.487 0.506 0.066
C 0.124 -3.595 -4.484 -0.029 1.322 0.243 -0.184
C 2.500 0.027 0.095 -1.333 1.531 -1.723 0.622
C -6.341 1.987 -2.089 1.397 -0.002 0.338 -0.695
C 0.726 2.346 -1.072 2.251 -2.303 1.585 0.751
C 1.637 4.484 1.887 -3.319 0.289 0.964 -0.181
C 2.156 -4.990 -2.413 1.334 1.919 2.925 0.798
C -4.719 2.025 -1.929 -0.558 -1.665 -0.366 -0.392
C 1.939 1.128 1.043 -0.618 0.700 -2.322 -0.330
C 0.377 0.073 4.305 -0.306 0.513 -0.243 -0.951
C -3.407 0.261 -0.395 -0.191 -0.542 0.117 0.172
C 2.215 0.046 -1.445 -2.214 3.897 1.865 0.229
C -4.256 0.467 -1.768 0.385 0.372 1.390 -0.612
C 2.456 -6.407 -4.686 -3.961 -1.788 -3.325 0.368
C 3.040 -2.741 -0.515 -0.856 -0.922 -1.056 0.308
C 1.481 -0.275 3.197 1.235 0.090 1.153 -0.340
C -3.760 -1.719 1.405 -0.521 0.168 -0.723 -0.818
C -1.268 4.852 2.836 3.264 0.302 -0.742 -0.659
C 1.071 2.300 0.445 0.771 -2.094 -0.840 -0.338
C 2.266 1.041 2.632 -0.060 -1.110 -1.763 0.287
C 2.186 -3.500 -2.911 0.890 -0.447 1.655 1.070
C -3.195 -1.299 -0.038 0.371 0.010 -0.222 -0.658
C -0.897 3.641 1.904 2.320 2.480 1.144 -0.039
C 1.710 -3.228 -4.436 -0.786 -0.351 1.161 -1.074
C -7.059 1.658 -0.690 -0.562 -0.250 -0.952 -0.811
C -3.161 -0.878 2.633 0.155 -0.890 0.158 -0.775
C 1.692 -6.234 -3.294 0.894 0.469 0.951 -0.471
C 2.655 -2.319 -1.978 -0.417 -4.265 0.841 -0.303
C 0.554 3.437 1.416 0.044 2.553 1.737 -0.196
C 6.057 0.993 2.824 -0.330 -0.018 1.149 0.502
C -1.091 0.351 3.724 -0.375 -0.197 0.025 -0.131
C 2.601 -5.323 -0.940 0.097 3.559 -1.168 -1.084
H 3.347 -4.447 1.085 -0.547 0.694 -1.694 0.318
H -0.215 -3.911 -5.528 0.547 0.137 1.503 0.256
H -4.233 2.399 -2.892 -0.686 -0.068 1.504 0.284
H -1.264 -0.220 1.554 -0.294 -0.884 1.458 0.012
H 2.302 -0.887 3.739 -1.354 0.889 -0.883 0.299
H -2.339 5.056 3.191 1.729 -0.682 -0.748 0.269
H -1.853 0.266 4.589 1.168 0.233 -1.210 0.400
H 2.723 4.335 1.531 -1.966 0.295 0.705 0.406
H 6.393 3.151 2.893 -0.469 0.111 -0.291 0.145
H 1.977 1.993 3.192 0.378 -1.361 -0.960 0.486
H 1.767 -2.122 -4.727 0.012 -1.604 0.501 0.351
H -4.397 2.626 -0.998 -0.470 -0.796 -1.639 0.231
H -0.390 -1.980 -3.227 0.008 -0.305 -0.558 0.149
H 2.202 -0.749 -3.291 0.507 -0.445 0.439 0.392
H 2.327 -3.803 -5.205 -0.822 0.613 1.197 0.257
H 2.620 -6.399 -0.551 -0.111 1.717 -0.795 0.143
H -3.625 0.095 -2.645 -0.908 0.598 1.102 0.215
H -1.064 -1.670 2.757 -0.615 1.249 -0.552 0.275
H 7.698 2.243 3.540 0.296 -0.476 0.088 0.182
H -1.166 1.411 3.306 0.172 -1.351 0.655 -0.247
H -0.471 6.806 3.967 0.472 -1.721 -1.223 0.286
H -3.626 -2.860 1.506 -0.024 1.762 0.115 0.352
H 1.904 -7.201 -2.692 -0.096 1.586 -0.932 0.335
H 0.708 1.031 4.861 -0.411 -1.550 -0.805 0.360
H -3.756 0.096 2.739 1.101 -1.167 -0.241 0.278
H 2.086 6.409 3.070 -1.377 -1.195 -0.342 0.309
H -6.544 2.131 0.211 -0.692 -0.654 -1.265 0.215
H -7.120 0.510 -0.584 0.257 1.864 0.148 0.211
H -2.075 -1.579 -0.101 -1.738 0.505 0.125 0.296
H 0.304 -0.748 5.099 0.150 0.938 -1.205 0.302
H -5.210 -0.181 -1.695 1.564 0.832 -0.123 0.377
H -4.899 -1.528 1.384 1.587 -0.368 0.068 0.255
H -2.368 0.750 -0.452 -1.655 -0.420 -0.053 -0.167
H -3.708 -1.906 -0.868 0.580 0.643 1.305 0.434
H -6.641 2.986 -2.554 -0.031 -1.414 0.722 0.362
H 5.390 1.011 1.938 -0.393 0.479 -0.294 -0.272
H -1.721 2.924 1.580 1.299 1.112 0.439 0.424
H -8.145 2.023 -0.769 1.510 -0.469 0.376 0.304
H -3.389 -1.491 3.589 0.332 1.052 -1.381 0.362
H -3.992 0.735 0.484 0.900 -0.541 -1.458 0.076
H 0.549 -6.246 -3.462 2.060 0.096 -0.292 0.276
H -1.616 -2.427 -4.220 0.813 0.021 0.010 0.228
H 1.111 1.213 -3.111 0.353 0.010 1.956 0.081
H -6.561 1.104 -2.794 0.135 1.624 0.768 0.302
H 3.407 0.861 2.717 -1.735 0.524 0.199 -0.828
H -0.154 5.429 -0.599 -0.636 -0.586 0.008 0.323
H 1.114 -0.930 2.338 0.260 1.001 1.222 0.275
H -0.192 -4.311 -3.651 0.798 0.442 -1.500 0.278
H 6.691 0.113 2.602 0.390 -0.120 0.283 0.158
```
Forces are in eV/Å.

- Total charge: -2
- 2S+1: 1
- Electronic energy: -91063.882 eV
- Maximum force: 5.47 eV Å⁻¹



(2)
The following is a quantum chemistry calculation of a structure of composition C37H50AlBN4OPS2, from OMol25.

Structure (XYZ):
```
97
Properties=species:S:1:pos:R:3:forces:R:3:mulliken_charge:R:1
S -2.471 -1.248 1.757 -0.010 -0.060 -0.014 -0.969
S 0.630 -0.228 -1.538 0.061 -0.044 -0.066 -0.332
P 1.600 0.759 1.435 0.128 0.051 -0.077 1.133
Al -1.302 0.267 0.364 0.041 0.146 -0.018 -2.567
O 0.088 0.785 1.473 -0.050 0.006 0.047 0.596
N -1.301 -1.448 -0.431 -0.089 -0.075 0.015 2.133
N -1.482 -1.352 -2.768 0.004 0.028 -0.032 0.318
N -2.355 2.043 2.468 0.067 -0.026 -0.056 0.844
N 0.119 -2.895 -1.904 -0.026 -0.031 -0.007 0.241
C 3.339 3.169 -2.031 0.010 -0.010 0.013 -0.574
C -1.518 3.214 2.609 -0.008 0.025 0.034 -0.888
C -1.819 2.303 -1.721 -0.008 0.003 -0.001 0.627
C -3.338 4.164 -1.632 -0.019 0.012 0.011 -0.755
C 3.334 -3.755 -1.954 -0.007 0.064 0.010 -0.301
C 4.050 -2.407 2.148 -0.021 -0.023 0.013 -0.917
C -2.384 3.429 -2.314 0.025 -0.020 -0.012 -0.878
C 3.929 1.953 -1.712 -0.006 0.014 -0.003 -0.662
C 1.771 -3.150 2.384 -0.024 0.025 -0.028 -0.796
C 2.330 1.634 0.050 0.019 0.056 0.032 0.449
C 3.042 2.722 2.882 0.007 -0.009 -0.025 -0.530
C -3.134 2.651 0.239 0.027 -0.020 -0.016 0.896
C -3.605 -1.878 -3.904 -0.015 0.013 0.016 -1.181
C -2.487 -2.382 -3.000 0.055 -0.013 -0.004 -0.357
C 1.729 2.848 -0.279 0.009 -0.029 0.005 -0.149
C -2.689 1.484 3.757 -0.048 -0.048 0.037 -1.201
C 3.129 -3.414 2.427 0.033 -0.005 -0.003 -0.524
C 1.319 -1.884 2.034 -0.028 -0.016 -0.008 0.339
C 2.237 -0.884 1.735 0.049 -0.042 -0.014 0.348
C 1.887 1.942 5.289 0.024 0.007 0.003 -0.675
C 2.232 3.611 -1.321 -0.028 0.010 0.027 -0.762
C 3.111 -2.878 -3.182 0.009 0.010 0.033 -0.913
C 3.423 1.180 -0.679 -0.005 -0.004 -0.030 -0.386
C -0.544 -1.626 -1.687 -0.028 0.066 0.070 -1.455
C 3.380 3.375 4.062 0.010 0.013 -0.005 -0.695
C 1.052 -3.329 -0.872 0.051 -0.004 0.068 0.759
C -4.296 -0.611 -3.377 0.005 -0.026 -0.020 0.128
C -3.530 2.286 1.651 -0.020 0.012 -0.031 -1.509
C -2.170 1.877 -0.436 -0.061 -0.009 0.015 0.412
C -3.849 0.649 -4.107 0.002 -0.007 0.012 -1.090
C 1.553 1.287 4.118 0.007 0.022 -0.033 -0.499
C 2.804 2.988 5.260 -0.007 -0.007 0.011 -0.536
C -3.708 3.770 -0.352 0.016 0.004 0.002 -0.649
C -1.884 -2.263 0.405 0.001 0.022 -0.002 -0.445
C 2.054 -4.364 -1.384 -0.010 -0.030 -0.018 -1.191
C 2.126 1.678 2.905 -0.093 -0.033 0.058 0.793
C 3.607 -1.138 1.820 -0.009 -0.007 0.000 -0.565
B -2.083 -3.856 0.431 -0.045 0.037 0.010 0.720
H -3.788 5.040 -2.085 0.000 0.001 0.002 0.340
H -0.935 -1.171 -3.603 -0.007 -0.009 0.003 0.411
H 3.066 3.501 6.177 -0.002 0.004 0.001 0.376
H 4.090 4.192 4.039 0.002 -0.002 -0.001 0.413
H 3.730 3.760 -2.849 -0.010 0.002 -0.004 0.343
H -4.441 4.347 0.202 -0.003 0.008 -0.005 0.352
H 0.513 -3.736 -0.010 -0.010 0.004 -0.017 -0.102
H -4.100 0.589 -5.171 -0.003 0.006 0.000 0.413
H -4.326 -2.693 -4.016 -0.007 0.000 0.004 0.407
H -4.116 1.362 1.645 0.008 -0.002 0.003 0.390
H 4.766 1.589 -2.293 0.005 -0.007 0.006 0.393
H 3.800 -3.154 -1.162 0.011 -0.022 -0.038 0.058
H 1.436 1.640 6.225 -0.006 -0.004 0.000 0.423
H 1.044 -3.926 2.587 0.002 -0.004 0.005 0.385
H -1.081 1.730 -2.272 -0.003 -0.006 0.003 0.400
H 1.600 -2.448 -0.535 -0.007 0.023 0.011 -0.595
H 4.061 -2.493 -3.564 -0.001 0.002 -0.005 0.401
H -0.606 -3.603 -1.972 0.025 -0.020 -0.015 0.449
H 2.463 -2.033 -2.947 0.001 -0.004 -0.009 0.049
H -2.769 0.770 -4.016 0.006 0.006 0.003 0.090
H -1.775 1.180 4.271 0.017 -0.003 0.023 0.136
H -0.623 2.953 3.177 -0.003 0.014 -0.013 0.103
H 0.844 3.176 0.255 -0.012 0.009 0.003 0.232
H 1.742 4.539 -1.586 0.009 0.000 -0.015 0.423
H 3.480 -4.407 2.678 -0.001 0.001 0.005 0.414
H -5.381 -0.714 -3.466 -0.002 0.003 -0.002 0.452
H 0.835 0.474 4.130 -0.001 0.012 0.010 0.381
H -1.422 -4.262 1.380 0.018 -0.019 0.004 -0.244
H -3.261 -4.062 0.666 0.016 -0.011 -0.004 -0.242
H -3.225 2.204 4.403 -0.001 0.005 -0.016 0.321
H 2.628 -3.446 -3.982 -0.006 -0.003 0.000 0.291
H 4.327 -0.348 1.644 -0.001 0.013 -0.011 0.548
H 2.327 -5.027 -0.555 -0.009 -0.002 0.002 0.384
H -2.081 3.720 -3.314 -0.006 0.002 0.001 0.462
H 0.251 -1.691 1.986 0.028 -0.006 0.015 0.082
H -4.165 3.083 2.081 -0.005 -0.006 -0.003 0.232
H -1.745 -4.399 -0.606 0.001 -0.015 0.004 -0.164
H 1.572 -4.993 -2.140 -0.015 -0.001 0.009 0.361
H 3.845 0.204 -0.487 -0.006 -0.017 0.027 0.374
H -2.909 -2.655 -2.030 -0.014 -0.003 0.009 0.314
H 3.485 3.032 1.944 -0.001 0.005 0.005 0.368
H -2.067 -3.304 -3.430 -0.022 0.000 -0.008 0.155
H -3.313 0.600 3.628 0.011 0.005 0.002 0.419
H -3.208 -1.686 -4.908 0.013 0.003 0.003 0.479
H -2.038 4.036 3.136 -0.002 -0.002 0.005 0.364
H 5.112 -2.612 2.195 0.002 -0.002 -0.003 0.415
H -1.214 3.580 1.628 -0.004 -0.009 -0.009 0.147
H -4.077 -0.503 -2.311 0.009 -0.006 0.000 -0.131
H 4.044 -4.555 -2.192 -0.005 -0.012 -0.006 0.432
H -4.319 1.543 -3.693 -0.002 0.017 -0.001 0.314
```
Forces are in eV/Å.

- Energy relative to the best compared isomer or geometry (same formula, charge and spin): 156.6 kJ/mol
- Total charge: -1
- 2S+1: 1
- Electronic energy: -85427.674 eV
- Maximum force: 0.16 eV Å⁻¹